[1]
{"formula": "C5H7NOS", "method": "the ωB97M-V functional and the def2-TZVPD basis", "symbols": ["C", "C", "C", "C", "C", "H", "H", "H", "H", "H", "H", "H", "N", "O", "S"], "positions_angstrom": [[-0.516, -0.435, -0.460], [0.424, 0.682, -1.116], [0.417, 0.443, 1.192], [-1.116, 0.287, 0.921], [0.570, -0.917, 0.441], [-1.043, -2.101, -1.252], [-0.213, 1.299, -2.018], [1.379, 0.397, -1.691], [1.796, 1.412, 0.054], [0.899, 0.288, 2.177], [-1.844, 1.207, 0.960], [-1.613, -0.487, 1.537], [0.818, 1.476, 0.194], [-1.256, -1.223, -1.394], [1.296, -2.328, 0.454]], "forces_ev_per_a": [[-0.252, 0.843, -0.936], [-2.096, 2.251, -1.875], [0.053, -1.642, 0.054], [-0.551, 0.332, -0.697], [-1.205, 0.247, -0.419], [0.789, -3.079, 0.582], [1.558, -1.257, 2.948], [-1.535, -0.366, 1.146], [1.407, 0.467, 0.654], [-0.412, 1.399, -0.381], [1.844, -1.472, -0.639], [0.570, 0.176, -0.326], [-1.001, -1.509, -1.457], [0.316, 4.071, 0.906], [0.516, -0.461, 0.438]], "spin_multiplicity": 1, "smiles": "O[C@@]12CN[C@@H](C1)C2=S", "mol_weight_g_mol": 129.18, "e_above_lowest_ev": 3.917, "homo_ev": -8.654, "orbital_gap_ev": 8.525}


[2]
{"formula": "C5H7NOS", "method": "the ωB97M-V functional and the def2-TZVPD basis", "symbols": ["C", "C", "C", "C", "C", "H", "H", "H", "H", "H", "H", "H", "N", "O", "S"], "positions_angstrom": [[-0.259, -0.428, -0.708], [-0.148, 0.671, 0.125], [-0.468, 0.360, 1.639], [-0.476, -1.607, 0.203], [0.536, 1.928, -0.097], [0.706, 0.340, -2.179], [0.729, -1.569, -2.178], [0.412, 0.518, 2.405], [-1.462, 0.896, 1.857], [-1.215, -2.464, 0.096], [0.543, -2.118, 0.243], [0.964, 2.522, 0.725], [-0.078, -0.426, -1.941], [-0.860, -1.075, 1.394], [1.075, 2.452, -1.582]], "forces_ev_per_a": [[-1.339, 0.882, 6.673], [1.081, 2.430, 2.584], [-0.867, -1.323, -2.685], [0.607, -1.656, -0.076], [0.465, -1.248, -1.513], [-2.206, -0.865, 0.058], [-3.244, 3.718, 0.532], [-1.851, -0.438, -1.517], [1.763, -0.816, 0.487], [0.682, 1.226, -1.043], [-0.648, 0.354, -0.020], [-0.805, -0.511, 0.161], [6.796, -3.164, -7.309], [-0.201, 1.529, 3.479], [-0.234, -0.117, 0.189]], "spin_multiplicity": 1, "mol_weight_g_mol": 129.18, "e_above_lowest_ev": 4.771, "homo_ev": -8.384, "orbital_gap_ev": 7.729}


[3]
{"formula": "C5H7NOS", "method": "the ωB97M-V functional and the def2-TZVPD basis", "symbols": ["C", "C", "C", "C", "C", "H", "H", "H", "H", "H", "H", "H", "N", "O", "S"], "positions_angstrom": [[0.708, 0.131, -1.761], [-0.050, -0.197, -0.591], [-0.984, -1.306, -0.644], [-0.117, 0.916, 0.491], [0.818, -0.056, 0.852], [0.593, -1.009, -2.417], [0.007, 1.106, -2.247], [1.871, 0.532, -1.681], [0.182, 1.816, 0.070], [-2.229, 0.652, 0.877], [1.714, 0.496, 0.666], [-0.028, -0.250, 3.353], [-1.746, -2.219, -0.326], [-1.285, 0.947, 1.302], [0.547, -1.559, 2.056]], "forces_ev_per_a": [[0.394, 0.594, -5.061], [1.345, -0.046, 4.018], [-4.153, -4.534, 3.286], [-6.480, -2.004, 0.237], [0.446, -3.515, -0.028], [0.895, 4.040, 1.126], [2.383, -2.911, 0.392], [-3.219, -1.345, -0.014], [0.594, 1.911, -0.280], [3.913, 1.041, 0.971], [1.717, -1.349, 0.191], [1.163, -3.019, -2.610], [4.492, 5.547, -2.479], [-2.915, -0.193, -1.167], [-0.574, 5.782, 1.418]], "spin_multiplicity": 1, "mol_weight_g_mol": 129.18, "e_above_lowest_ev": 7.592, "homo_ev": -9.228, "orbital_gap_ev": 8.475}


[4]
{"formula": "C5H7NOS2", "method": "the ωB97M-V functional and the def2-TZVPD basis", "symbols": ["C", "C", "C", "C", "C", "N", "O", "S", "S", "H", "H", "H", "H", "H", "H", "H"], "positions_angstrom": [[-2.886, 0.538, -0.509], [-3.947, 1.214, -0.159], [2.290, 1.590, 0.591], [-0.212, 1.888, 0.431], [2.216, -3.236, -0.355], [0.945, 1.617, 0.483], [1.967, -1.051, 1.035], [3.212, 1.774, -0.730], [2.603, -1.661, -0.142], [-2.560, 0.391, -1.607], [-2.084, 0.046, 0.036], [-4.566, 1.784, -0.801], [2.812, 1.577, 1.679], [2.531, -3.705, -1.234], [1.855, -3.925, 0.356], [-4.177, 1.161, 0.925]], "forces_ev_per_a": [[2.130, -1.035, -3.607], [0.134, -0.630, 2.537], [2.562, 0.543, 1.428], [1.782, -0.433, 0.118], [0.862, 1.996, 0.685], [-2.363, 0.531, 0.634], [0.415, -0.191, 0.191], [0.018, -0.177, 0.373], [-1.116, -1.604, -0.427], [-0.885, 0.759, 1.427], [-0.894, 0.056, 0.969], [-0.535, 0.163, -0.618], [-1.825, -0.186, -2.531], [0.785, -0.233, -1.456], [-0.939, -0.142, 1.032], [-0.131, 0.585, -0.754]], "spin_multiplicity": 1, "mol_weight_g_mol": 161.25, "e_above_lowest_ev": 4.908, "homo_ev": -9.393, "orbital_gap_ev": 8.374}